27
Properties=species:S:1:pos:R:3:forces:R:3 method="wB97M-V/def2-TZVPD" total_charge=0 e_homo_ev=-8.3 smiles=CCc1ccc(O)cc1.CC
C 1.202790 1.354170 3.610537 1.227 0.228 2.594
C 2.603452 1.753758 3.181071 -0.271 0.785 -3.014
H 0.884816 2.099901 4.349907 -0.838 0.423 -0.887
H 0.542556 1.101946 2.796363 -0.261 0.296 -0.060
H 1.249867 0.534334 4.330145 0.069 -0.684 -0.489
H 2.503711 2.522095 2.386908 -0.359 -0.117 0.086
H 3.059092 0.969676 2.569523 0.453 -0.187 0.668
H 3.301246 2.315365 3.786698 -0.026 -0.752 1.086
C -1.534741 -1.766048 0.039260 1.057 0.468 0.137
C -2.660023 -2.615821 -0.556402 -0.107 0.307 0.027
C -0.852772 -0.788742 -0.906823 -0.723 -0.311 -0.057
C -0.483717 0.509657 -0.535317 1.440 -1.019 0.250
C -0.648649 -1.186265 -2.216480 -0.212 0.588 -0.501
C 0.383860 1.258231 -1.333427 -1.863 -0.547 0.480
C -0.079344 -0.298526 -3.127844 0.003 -0.110 0.411
C 0.538967 0.836414 -2.655491 0.754 1.313 0.600
O 1.341031 1.618951 -3.446249 -0.378 -0.085 -0.446
H -1.872684 -1.171076 0.888653 -0.269 -0.143 0.047
H -0.721836 -2.383750 0.447135 -0.282 -0.134 -0.009
H -2.429636 -3.664315 -0.742790 0.209 0.002 0.344
H -0.615059 0.834184 0.491313 -0.342 0.020 -0.036
H -1.009374 -2.151488 -2.551599 -0.026 0.086 -0.062
H 0.648613 2.194698 -0.864525 0.708 0.200 -0.768
H -0.170489 -0.387793 -4.194684 0.325 -0.632 -0.368
H 1.281882 1.277269 -4.347948 0.186 0.126 0.080
H -2.964761 -2.231508 -1.527002 -0.196 0.233 0.040
H -3.498799 -2.535314 0.129068 -0.279 -0.353 -0.153

***

27
Properties=species:S:1:pos:R:3:forces:R:3 method="wB97M-V/def2-TZVPD" total_charge=0 e_homo_ev=-8.7 smiles=Cc1ccc(O)cc1.CCC
C 0.878289 2.000536 -1.869483 0.611 0.229 1.073
C 1.378075 1.624529 -3.260573 -0.717 -0.798 -0.660
C 1.585608 3.317233 -1.526363 0.278 0.246 0.386
H -0.208840 2.156070 -1.710943 0.485 -0.267 -0.730
H 1.155375 1.235942 -1.100058 -0.115 0.475 -0.653
H 0.629351 1.726930 -4.041025 -0.258 0.559 -0.050
H 1.588395 3.978575 -2.407080 -0.575 0.166 0.523
H 1.201482 3.777071 -0.604344 -0.085 0.190 -0.502
H 2.655332 3.187855 -1.352013 0.066 -0.419 0.082
H 2.252047 2.194861 -3.564182 0.026 0.125 0.115
H 1.635722 0.585247 -3.397485 0.278 -0.519 0.431
C 1.334010 -1.205705 2.434829 -0.190 -0.368 0.933
C -0.247361 -1.464538 0.507478 -0.329 0.097 -1.542
C -0.057724 -1.381905 1.876915 1.224 0.009 0.602
C -1.468432 -1.891364 -0.003576 -0.124 0.774 1.357
C -1.087512 -1.602249 2.772041 -1.481 -0.479 -0.179
C -2.466743 -2.066120 0.944256 -2.747 -0.618 -1.100
C -2.363302 -1.975817 2.306924 2.124 0.938 0.466
O -3.773672 -2.389144 0.514664 0.166 -0.429 -0.105
H 0.470241 -1.120980 -0.264718 0.103 -0.514 0.992
H -1.712957 -1.949818 -1.054499 0.126 -0.056 0.004
H 1.500332 -0.241080 2.885552 0.133 0.866 -0.443
H 2.073513 -1.436371 1.658702 0.055 0.049 0.590
H -0.968672 -1.476135 3.842737 0.384 -0.087 -0.068
H -3.193947 -2.095410 2.990331 -0.059 -0.109 -0.334
H -4.215516 -1.671126 0.052001 0.387 0.120 -0.021
H 1.426915 -1.817083 3.369914 0.233 -0.178 -1.169

***

27
Properties=species:S:1:pos:R:3:forces:R:3 method="wB97M-V/def2-TZVPD" total_charge=0 e_homo_ev=-8.4 smiles=CCc1ccc(O)cc1.CC
C -1.263861 1.848324 0.391952 -0.687 -0.829 -0.392
C -2.721266 1.870418 0.886907 1.237 0.046 0.687
C -0.970534 0.557963 -0.358761 -0.421 0.629 -0.650
C -1.624365 -0.632008 -0.058667 0.581 -0.480 1.009
C -0.130464 0.566755 -1.471756 1.083 -1.137 1.432
C -1.179648 -1.859347 -0.546326 -0.861 0.969 -0.934
C 0.231378 -0.646406 -2.070666 -0.407 1.300 -0.234
C -0.317991 -1.833968 -1.645275 -0.507 -0.853 0.162
O -0.057680 -2.966541 -2.371068 0.734 0.079 -0.274
H -1.121276 2.649196 -0.313613 0.132 0.512 -0.202
H -0.546200 1.993144 1.201002 -0.065 -0.041 0.110
H -2.826518 1.217352 1.755514 -0.216 -0.274 -0.258
H -2.434963 -0.632780 0.663926 0.243 -0.035 0.092
H 0.474536 1.442564 -1.681493 -0.386 0.165 -0.344
H -1.711773 -2.751420 -0.239676 0.231 -0.182 -0.085
H 0.848368 -0.554199 -2.942030 0.339 -0.554 -0.299
H -0.733481 -3.639540 -2.279789 -0.187 0.090 0.340
H -3.368795 1.579988 0.071369 -0.400 0.059 0.045
H -2.937866 2.846858 1.284459 -0.398 0.542 -0.171
C 2.186692 -0.446666 1.556165 -0.445 1.235 -0.587
C 3.430494 0.150586 0.880674 0.255 -1.111 0.044
H 2.346960 -0.516375 2.618235 -0.174 -0.122 0.450
H 1.397246 0.282205 1.355489 -0.265 -0.092 0.411
H 1.760025 -1.368803 1.167839 0.608 -0.274 -0.113
H 3.507691 -0.193270 -0.149673 -0.024 0.248 -0.146
H 4.335538 -0.201591 1.381870 0.043 0.105 -0.066
H 3.427751 1.237563 0.913393 -0.042 0.006 -0.026

***

27
Properties=species:S:1:pos:R:3:forces:R:3 method="wB97M-V/def2-TZVPD" total_charge=0 e_homo_ev=-8.6 smiles=CCc1ccc(O)cc1.CC
C -1.000486 -0.932823 -3.799467 -0.990 0.265 1.408
C 0.506775 -0.801151 -3.555640 -0.564 0.114 -2.295
H -1.452236 -1.766391 -3.246910 0.217 0.193 0.268
H -1.610265 -0.026755 -3.556069 0.631 -0.632 -0.071
H -1.232995 -1.206005 -4.804895 0.120 0.167 -0.955
H 0.873759 -1.004415 -2.569059 0.075 -0.401 0.229
H 0.820915 0.187207 -3.870900 0.113 0.438 0.328
H 0.942073 -1.413742 -4.364804 0.429 -0.261 0.930
C 1.097369 0.580559 -0.129698 0.954 -1.237 -1.781
C 2.422940 -0.195322 0.068414 -0.311 0.057 -0.431
C 0.147117 0.522088 1.039319 0.904 1.866 -0.159
C 0.250561 -0.427623 2.033564 -1.039 -1.627 0.561
C -0.745247 1.582307 1.251728 -0.918 -0.430 -0.319
C -0.617835 -0.428168 3.111888 -0.526 -0.296 0.297
C -1.647330 1.574053 2.325841 0.739 0.867 1.002
C -1.457809 0.667360 3.343856 0.259 -1.267 0.047
O -2.121646 0.760167 4.560492 -0.308 -0.412 -1.136
H 1.381389 1.551313 -0.544501 -0.356 0.515 0.903
H 0.704507 0.146135 -1.080286 -0.522 0.041 0.990
H 2.229648 -1.260286 0.251773 0.144 0.282 0.187
H 0.821380 -1.354074 2.035563 0.397 0.440 -0.796
H -0.800784 2.379731 0.509737 -0.042 -0.213 0.145
H -0.768784 -1.389094 3.658649 0.580 1.102 0.150
H -2.394298 2.318457 2.595657 0.243 0.316 -0.734
H -2.371930 -0.161242 4.711584 -0.132 0.222 0.667
H 2.992594 0.252122 0.878475 0.158 -0.220 0.166
H 3.030626 -0.154407 -0.854320 -0.256 0.113 0.397

***

| no. | gap between HOMO and LUMO (Ha) |
| --- | --- |
| 1 | 0.3391 |
| 2 | 0.3507 |
| 3 | 0.3409 |
| 4 | 0.3469 |